Record 1
{
  "formula": "C37H23Cl2N7O6PbS",
  "method": "the ωB97M-V functional and the def2-TZVPD basis",
  "species": ["Pb", "Cl", "C", "C", "C", "N", "C", "O", "C", "C", "C", "C", "C", "N", "C", "C", "C", "Cl", "N", "C", "O", "C", "C", "C", "C", "C", "N", "H", "H", "H", "H", "H", "H", "H", "H", "H", "H", "S", "C", "C", "C", "C", "C", "C", "N", "C", "C", "C", "C", "C", "C", "C", "H", "H", "H", "H", "H", "H", "H", "H", "C", "C", "N", "C", "C", "N", "C", "O", "O", "C", "O", "O", "H", "H", "H", "H", "H"],
  "xyz": [[0.71393, -0.32390, -0.18147], [7.87792, -0.08560, -0.05539], [6.25090, -0.47393, 0.45997], [5.28183, -0.69351, -0.50467], [3.96479, -1.00020, -0.16087], [2.93726, -1.13243, -1.10763], [3.21918, -1.56140, -2.33476], [4.31587, -1.85894, -2.83811], [2.02785, -1.65526, -3.27817], [2.21123, -1.27515, -4.60837], [1.15602, -1.38428, -5.48923], [-0.05189, -1.89592, -5.02834], [-0.13695, -2.25293, -3.69648], [0.86917, -2.12982, -2.82755], [3.62474, -1.09522, 1.21558], [4.62293, -0.88145, 2.16743], [5.92060, -0.56971, 1.79898], [7.11108, -0.30926, 3.05526], [2.27524, -1.29585, 1.55215], [1.93982, -1.73354, 2.75903], [2.65812, -2.11260, 3.70102], [0.43481, -1.79263, 3.02944], [-0.00303, -2.33498, 4.23457], [-1.36054, -2.40912, 4.48249], [-2.25178, -1.93730, 3.52635], [-1.72999, -1.40255, 2.36308], [-0.42165, -1.32955, 2.12280], [5.54650, -0.62189, -1.54742], [3.17676, -0.89531, -4.91090], [1.26518, -1.07576, -6.52204], [-0.90599, -2.01095, -5.68369], [-1.06558, -2.64689, -3.29593], [4.37091, -0.94884, 3.21269], [0.74470, -2.67659, 4.93596], [-1.72686, -2.83067, 5.41106], [-3.32276, -1.97226, 3.67808], [-2.37725, -1.00039, 1.58919], [-1.33857, 2.92569, 3.50713], [-2.85418, 2.39381, 2.87570], [-4.13350, 2.55069, 3.40251], [-5.20769, 2.05609, 2.68264], [-5.00709, 1.42529, 1.45040], [-3.73526, 1.27169, 0.92867], [-2.64144, 1.74998, 1.65080], [-1.31587, 1.65631, 1.25086], [-0.51692, 2.22336, 2.08869], [0.94723, 2.36932, 1.93987], [1.60858, 3.23306, 2.82490], [2.95506, 3.49779, 2.67228], [3.63558, 2.91059, 1.61056], [2.97607, 2.03531, 0.76149], [1.62171, 1.69617, 0.90292], [-4.28441, 3.05956, 4.34676], [-6.21255, 2.17660, 3.06915], [-5.85976, 1.06108, 0.89011], [-3.56396, 0.80728, -0.03277], [1.06432, 3.71271, 3.63348], [3.46621, 4.15610, 3.36426], [4.69072, 3.11631, 1.46207], [3.55412, 1.58127, -0.03791], [-3.30971, -2.38085, -1.21917], [-3.00642, -1.15628, -2.01628], [-1.94212, -0.41121, -1.87521], [-2.06395, 0.61661, -2.78673], [-3.24552, 0.47622, -3.48684], [-3.82051, -0.65169, -2.97789], [-4.01722, 1.21490, -4.55438], [-3.51646, 2.29459, -4.96722], [-5.08076, 0.67465, -4.90003], [-0.96279, 1.62493, -2.94344], [-1.19955, 2.61968, -3.76935], [0.09986, 1.53407, -2.35960], [-2.39347, -2.71036, -0.73002], [-3.68257, -3.18694, -1.85512], [-4.06014, -2.18214, -0.44900], [-4.70098, -0.98742, -3.33813], [-2.10915, 2.55177, -4.24030]],
  "mulliken_charge": [1.36, -0.27, 0.10, -0.27, -0.56, -0.02, 0.25, -0.79, 0.32, -0.72, -0.40, -0.61, -0.30, -0.22, 0.19, -0.56, 0.03, -0.28, 0.00, -0.01, -0.85, 0.21, -0.52, -0.35, -1.12, -0.42, 0.36, 0.57, 0.44, 0.39, 0.41, 0.51, 0.58, 0.51, 0.38, 0.47, 0.70, -0.53, 0.85, -0.67, -0.45, -0.78, 0.27, -1.27, 0.00, 0.54, 1.35, -0.71, -0.87, -0.75, -0.36, -0.49, 0.38, 0.36, 0.43, 0.64, 0.31, 0.34, 0.43, 0.49, -1.66, -0.19, 0.50, 0.68, -0.14, 0.11, 0.68, -0.84, -0.78, 0.00, -0.63, -0.45, 0.15, 0.48, 0.39, 0.24, 0.45],
  "lumo_energy_ev": 3.7,
  "homo_lumo_gap_ha": 0.2264,
  "total_energy_ev": -102592.79212,
  "e_homo_ev": -2.4,
  "charge": -2
}


Record 2
{
  "formula": "BrH36O18Ti",
  "method": "the ωB97M-V functional and the def2-TZVPD basis",
  "species": ["Ti", "Br", "O", "H", "H", "O", "H", "H", "O", "H", "H", "O", "H", "H", "O", "H", "H", "O", "H", "H", "O", "H", "H", "O", "H", "H", "O", "H", "H", "O", "H", "H", "O", "H", "H", "O", "H", "H", "O", "H", "H", "O", "H", "H", "O", "H", "H", "O", "H", "H", "O", "H", "H", "O", "H", "H"],
  "xyz": [[1.22150, -2.06258, 0.63552], [-0.26294, 0.05136, 0.50886], [4.31053, 0.76166, 1.62699], [4.82226, 0.67739, 2.43670], [3.82038, 1.57632, 1.64452], [2.01845, 3.28993, -2.20086], [2.12905, 4.19094, -2.51748], [1.07073, 3.15891, -2.28279], [-0.30492, -3.42324, -0.40254], [0.12834, -4.29261, -0.49540], [-1.31698, -3.46343, -0.46685], [-3.79410, -0.10301, -0.52062], [-4.74472, 0.18776, -0.51453], [-3.36956, 0.23433, 0.26294], [-0.74262, 3.38329, 0.91405], [-0.65181, 4.30865, 0.63706], [0.02218, 2.94921, 0.51088], [2.89693, -1.04911, -0.18378], [3.43642, -0.58915, 0.47018], [2.75228, -0.45365, -0.94872], [1.53887, -2.81951, -3.05760], [1.16367, -2.93485, -3.95030], [1.05137, -2.03638, -2.76433], [-2.76826, 0.37995, 2.64666], [-3.60856, 0.74406, 2.94130], [-2.24625, 1.14557, 2.48913], [-1.68306, -1.74059, 3.94642], [-2.20699, -1.06181, 3.50312], [-2.05150, -1.80521, 4.81646], [2.15233, -1.53041, 2.60638], [2.68486, -1.96734, 3.24242], [1.89505, -0.61692, 2.98161], [-0.15563, -2.92815, 1.95278], [-0.39228, -2.56667, 2.81143], [-0.97933, -3.13978, 1.52665], [-2.92750, -2.85170, -0.36709], [-3.34806, -2.06952, -0.79514], [-3.57704, -3.37700, 0.09638], [2.19595, -3.70712, -0.39032], [1.99472, -3.47050, -1.31600], [3.16335, -3.87183, -0.33255], [-1.08943, 5.00829, -2.09827], [-0.99443, 5.95722, -2.14900], [-2.04167, 4.92181, -1.88453], [1.24111, 0.78310, 3.48671], [0.97583, 1.40318, 2.75130], [1.29180, 1.33929, 4.28135], [-3.02747, 1.97159, -2.64922], [-3.35142, 1.97939, -1.74061], [-3.03343, 2.91163, -2.92267], [-0.39322, 1.52653, -3.39609], [-0.41569, 1.98555, -4.23613], [-1.29900, 1.32153, -3.14171], [2.31635, 0.55059, -2.28617], [1.49878, 0.66808, -2.74484], [2.98480, 0.56493, -2.97166]],
  "mulliken_spin": [0.99, 0.01, 0.00, 0.00, 0.00, 0.00, 0.00, 0.00, 0.00, 0.00, 0.00, 0.00, 0.00, 0.00, 0.00, 0.00, 0.00, 0.00, 0.00, 0.00, 0.00, 0.00, 0.00, 0.00, 0.00, 0.00, 0.00, 0.00, 0.00, -0.01, 0.00, 0.00, 0.00, 0.00, 0.00, 0.00, 0.00, 0.00, 0.01, 0.00, 0.01, 0.00, 0.00, 0.00, 0.00, 0.00, 0.00, 0.00, 0.00, 0.00, 0.00, 0.00, 0.00, 0.00, 0.00, 0.00],
  "s_squared": 0.7527,
  "lumo_energy_ev": [-7.2, -6.7],
  "homo_lumo_gap_ha": [0.2999, 0.3168],
  "total_energy_ev": -130589.03573,
  "spin_multiplicity": 2,
  "e_homo_ev": [-15.3, -15.3],
  "charge": 2
}


Record 3
{
  "formula": "C5H7NO",
  "method": "the ωB97M-V functional and the def2-TZVPD basis",
  "species": ["C", "C", "C", "O", "C", "N", "C", "H", "H", "H", "H", "H", "H", "H"],
  "xyz": [[-2.22148, 0.34271, -0.24093], [-0.92560, 0.11107, -0.19482], [-0.51165, -1.14995, 0.42825], [0.92538, -1.11132, 0.53917], [1.29526, 0.03226, -0.07093], [2.64213, 0.26273, -0.09180], [0.26165, 0.78460, -0.57501], [-1.40239, -1.15787, 1.24395], [-2.77411, 1.02788, -0.86585], [-2.91982, 0.16770, 0.56812], [-0.79586, -2.05765, -0.11089], [3.16061, -0.23563, 0.62096], [2.91369, 1.23135, -0.19806], [0.35217, 1.75211, -1.05215]],
  "mulliken_charge": [-1.10, 1.04, -0.46, -0.39, 0.66, -0.48, -0.95, 0.17, 0.28, 0.22, 0.20, 0.26, 0.24, 0.30],
  "de_lowest_ev": 2.618,
  "lumo_energy_ev": 0.9,
  "homo_lumo_gap_ha": 0.2974,
  "total_energy_ev": -8833.58484,
  "smiles": "C=C1C=C(N)OC1",
  "e_homo_ev": -7.2
}


Record 4
{
  "formula": "C6H12N2O3",
  "method": "the ωB97M-V functional and the def2-TZVPD basis",
  "species": ["C", "C", "C", "C", "C", "C", "H", "H", "H", "H", "H", "H", "H", "H", "H", "H", "H", "H", "N", "N", "O", "O", "O"],
  "xyz": [[0.15989, 1.53539, 0.11269], [-0.80368, 0.84226, -0.78685], [-0.25577, 2.77515, 0.89214], [0.11807, -1.58196, -0.51197], [-0.16445, -1.61440, 0.87730], [1.60607, -1.60378, -0.70701], [1.10713, 1.78195, -1.62135], [1.99075, 2.58781, -0.53956], [0.39529, 0.98254, 0.92697], [-0.50694, 3.57246, 0.21104], [0.50801, 3.18670, 1.71220], [-1.07389, 2.53980, 1.61643], [-1.02230, -0.58669, -2.11151], [-0.19815, -2.49263, -1.00054], [1.85402, -1.63029, -1.77750], [1.87395, -2.47487, -0.22768], [2.07852, -0.66293, -0.33342], [-0.21162, -2.63396, 2.48140], [1.38903, 1.74807, -0.61876], [-0.49009, -0.39282, -1.18712], [-1.57987, 1.56686, -1.36242], [-0.44923, -0.66399, 1.57490], [-0.10191, -2.87445, 1.54338]],
  "mulliken_charge": [0.62, 0.21, -1.63, 0.36, 0.46, -1.53, 0.26, 0.24, 0.27, 0.40, 0.31, 0.33, 0.27, 0.35, 0.34, 0.49, 0.33, 0.34, -0.55, -0.14, -0.64, -0.57, -0.52],
  "de_lowest_ev": 2.414,
  "lumo_energy_ev": 0.6,
  "homo_lumo_gap_ha": 0.3440,
  "total_energy_ev": -15538.08506,
  "smiles": "C[C@H](N)C(=O)N[C@@H](C)C(=O)O",
  "e_homo_ev": -8.8
}


Record 5
{
  "formula": "C32H83N5O10",
  "method": "the ωB97M-V functional and the def2-TZVPD basis",
  "species": ["C", "C", "C", "O", "H", "H", "H", "H", "H", "H", "H", "H", "C", "C", "C", "O", "H", "H", "H", "H", "H", "H", "H", "H", "C", "O", "C", "C", "N", "C", "C", "O", "C", "H", "H", "H", "H", "H", "H", "H", "H", "H", "H", "H", "H", "H", "H", "H", "C", "O", "C", "C", "N", "C", "C", "O", "C", "H", "H", "H", "H", "H", "H", "H", "H", "H", "H", "H", "H", "H", "H", "H", "C", "O", "C", "C", "N", "C", "C", "O", "C", "H", "H", "H", "H", "H", "H", "H", "H", "H", "H", "H", "H", "H", "H", "H", "C", "C", "C", "O", "C", "N", "H", "H", "H", "H", "H", "H", "H", "H", "H", "H", "H", "C", "C", "C", "O", "C", "N", "H", "H", "H", "H", "H", "H", "H", "H", "H", "H", "H"],
  "xyz": [[5.73896, 2.61329, -1.91518], [6.25512, 2.46348, -0.46719], [5.30679, 1.58689, 0.35541], [7.56686, 1.94021, -0.37694], [5.34170, 1.70755, -2.37335], [6.46373, 3.07314, -2.58700], [4.84263, 3.23066, -1.97474], [6.34226, 3.45950, -0.03307], [5.78832, 1.49677, 1.32912], [5.37805, 0.51596, 0.16535], [4.28202, 1.95820, 0.36437], [8.15931, 2.69480, -0.34218], [-3.46415, -2.13173, -3.21770], [-2.40599, -3.22599, -2.85684], [-1.04319, -2.83838, -2.28677], [-2.91979, -4.14224, -1.96481], [-2.94312, -1.32678, -3.73605], [-4.09113, -1.67089, -2.45441], [-4.13834, -2.50789, -3.98716], [-2.22233, -3.75722, -3.79074], [-1.20757, -2.09937, -1.50258], [-0.32967, -2.49616, -3.03635], [-0.53246, -3.63819, -1.75053], [-3.19416, -3.70490, -1.15545], [2.63927, 0.35249, -2.06793], [1.58919, 1.33797, -1.68487], [0.62765, 0.99776, -0.70338], [1.28816, 0.82549, 0.72084], [1.74883, -0.43652, 1.00357], [0.75433, -1.46658, 1.26725], [1.57103, -2.78964, 1.31292], [1.86159, -3.10419, -0.05961], [2.78655, -4.07607, -0.43306], [3.17320, 0.75133, -2.93046], [2.20815, -0.60503, -2.36013], [3.34885, 0.20589, -1.25362], [0.02910, 0.11522, -0.92915], [-0.07089, 1.83450, -0.70302], [0.60260, 1.08031, 1.52902], [2.11697, 1.50176, 0.93020], [2.21425, -0.82696, 0.19670], [-0.01203, -1.50478, 0.49308], [0.29141, -1.10806, 2.18663], [1.02996, -3.51474, 1.92084], [2.48649, -2.64023, 1.88538], [2.41726, -4.78111, -1.17780], [3.15682, -4.63847, 0.42409], [3.67411, -3.59621, -0.84546], [-3.64578, 1.60432, -0.60542], [-4.19550, 0.31996, -0.59442], [-3.84677, -0.43642, 0.58655], [-4.47858, -1.89987, 0.61153], [-4.16525, -2.56878, 1.85650], [-4.17008, -4.02353, 1.71643], [-4.15506, -4.89095, 3.05534], [-5.17584, -5.81797, 2.97407], [-5.37593, -6.65322, 4.17235], [-4.40475, 2.25430, -0.16998], [-3.59397, 2.03920, -1.60356], [-2.81930, 1.73646, 0.09284], [-4.09488, 0.06767, 1.52059], [-2.78436, -0.63856, 0.72265], [-4.09911, -2.54485, -0.18100], [-5.54745, -1.78141, 0.43381], [-4.71508, -2.26229, 2.64634], [-3.33578, -4.31062, 1.07642], [-5.03818, -4.33354, 1.13471], [-4.26946, -4.32615, 3.98055], [-3.13444, -5.27362, 3.05915], [-5.42440, -6.01187, 5.05237], [-4.47196, -7.26164, 4.19982], [-6.26555, -7.28292, 4.18445], [1.68500, 3.36517, -9.59460], [1.21113, 3.71800, -8.27709], [1.82975, 2.84753, -7.31740], [1.16845, 3.01668, -5.91359], [-0.07129, 2.24039, -5.74651], [-0.67735, 2.01265, -4.41966], [-1.95097, 1.21919, -4.53878], [-2.89497, 1.67992, -5.52701], [-4.13560, 0.99975, -5.35114], [2.68432, 3.77984, -9.72692], [1.18109, 4.10223, -10.21984], [1.39325, 2.34732, -9.85337], [2.89743, 3.05155, -7.23665], [1.85687, 1.82965, -7.70635], [0.86502, 4.05452, -5.77603], [1.89082, 2.58603, -5.22018], [-0.77165, 2.42225, -6.45115], [-0.90688, 2.94892, -3.91091], [0.00456, 1.49563, -3.74453], [-2.48915, 1.28920, -3.59350], [-1.76807, 0.16527, -4.74831], [-4.21613, 0.07474, -5.92208], [-4.92610, 1.69844, -5.62510], [-4.41805, 0.75937, -4.32619], [-2.11552, 4.19026, 5.45655], [-2.16825, 3.98432, 3.93292], [-2.37488, 2.41175, 3.65783], [-1.35001, 1.66280, 4.30574], [-1.54647, 0.27222, 3.91135], [-3.29967, 4.65443, 3.31547], [-1.97438, 5.21625, 5.79643], [-1.22940, 3.61872, 5.73266], [-3.02063, 3.76624, 5.89137], [-1.25487, 4.30263, 3.43040], [-2.40979, 2.33953, 2.57078], [-3.35599, 2.11423, 4.02799], [-1.59791, 0.31289, 2.82332], [-2.37274, -0.29512, 4.33973], [-0.66358, -0.30528, 4.18538], [-3.43216, 4.31492, 2.37351], [-2.93729, 5.58740, 3.18003], [5.53213, -1.71090, 4.45087], [4.93578, -0.59530, 5.23572], [3.92104, 0.10097, 4.23986], [3.13999, 1.05158, 5.01594], [1.78717, 1.22296, 4.66486], [4.12012, -1.17703, 6.29904], [5.86054, -1.44616, 3.44580], [4.70170, -2.40074, 4.30050], [6.33906, -2.18718, 5.00775], [5.62934, 0.22246, 5.43157], [3.25254, -0.60982, 3.75410], [4.35319, 0.85122, 3.57768], [1.22902, 0.84540, 5.52161], [1.44661, 0.73744, 3.75031], [1.65927, 2.28651, 4.46333], [3.63125, -0.36866, 6.65632], [4.82352, -1.49339, 6.95115]],
  "mulliken_charge": [-1.17, 0.33, -0.98, -0.57, 0.20, 0.37, 0.35, 0.26, 0.29, 0.44, 0.14, 0.36, -0.37, 0.21, -0.73, -0.63, -0.31, 0.18, 0.39, 0.41, -0.20, 0.45, 0.35, 0.06, -0.33, -0.41, 0.15, -0.57, 0.41, 0.83, -0.92, -0.20, -0.93, 0.22, 0.19, -0.01, -0.09, 0.42, -0.01, 0.03, 0.12, -0.62, -0.11, 0.51, 0.39, 0.26, 0.36, 0.29, -0.64, -0.39, 0.21, 0.52, -0.13, -0.53, -0.63, -0.32, -0.70, 0.34, 0.31, 0.04, 0.37, -0.21, -0.74, 0.31, 0.25, 0.17, 0.39, 0.39, 0.33, 0.29, 0.30, 0.25, -0.78, -0.33, -0.66, -0.36, -0.22, -0.12, 0.28, -0.40, -0.63, 0.32, 0.27, 0.32, 0.41, 0.36, 0.34, 0.14, 0.26, 0.28, -0.16, -0.20, 0.04, 0.29, 0.32, 0.15, -1.20, 0.37, 0.03, -0.28, -0.59, -0.74, 0.39, 0.24, 0.30, 0.31, -0.33, 0.36, 0.11, 0.31, 0.31, 0.22, 0.30, -1.34, 0.40, -0.18, -0.46, -0.12, -0.72, 0.27, 0.39, 0.37, 0.35, -0.10, 0.26, 0.28, -0.20, 0.20, 0.26, 0.27],
  "de_lowest_ev": 2.836,
  "lumo_energy_ev": 0.6,
  "homo_lumo_gap_ha": 0.3185,
  "total_energy_ev": -62445.91644,
  "smiles": "COC[C@H](C)N.COC[C@H](C)N.COCCNCCOC.COCCNCCOC.COCCNCCOC.CC(C)O.CC(C)O",
  "e_homo_ev": -8.1
}